Entry 1:
The following is a quantum chemistry calculation of the molecule C4H7NO at a distorted geometry, from OMol25.

Calculated values
SMILES   C[C@H]1N[C@H]1C=O
Total energy   -286.50401 Ha
Gap between HOMO and LUMO   10.0 eV
Energy relative to the best compared isomer or geometry (same formula, charge and spin)   335.10 kJ/mol

Element x y z (Å)
C: -0.816 -0.395 1.295
C: -0.352 -0.751 -0.104
N: -0.487 0.206 -1.175
C: 0.863 -0.142 -0.723
C: 1.206 1.301 -0.163
O: 2.250 1.725 0.254
H: -0.471 0.592 1.612
H: -0.419 -1.130 2.004
H: -1.908 -0.420 1.355
H: -0.612 -1.765 -0.404
H: -0.814 -0.056 -2.086
H: 1.502 -0.761 -1.355
H: 0.059 1.596 -0.512

---

Entry 2:
The following is a quantum chemistry calculation of the molecule C4H7NO at a distorted geometry, from OMol25.

Calculated values
Total energy   -286.47022 Ha
Gap between HOMO and LUMO (spin up / spin down)   8.2 / 6.7 eV
Energy relative to the best compared isomer or geometry (same formula, charge and spin)   423.83 kJ/mol

Element x y z (Å)
O: -2.330 -0.057 -1.388
C: -1.463 -0.471 -0.646
N: -1.180 0.144 0.607
C: 0.029 0.392 1.107
C: 1.216 0.584 0.240
C: 0.983 -0.415 -0.823
H: -0.987 -1.452 -0.696
H: -1.997 0.402 1.154
H: 0.093 0.398 2.199
H: 1.264 1.625 -0.110
H: 2.115 0.407 0.847
H: 1.283 -1.439 -0.624
H: 0.973 -0.118 -1.866

---

Entry 3:
The following is a quantum chemistry calculation of a structure of composition C4H7NO at a distorted geometry, from OMol25.

Calculated values
Total energy   -286.48737 Ha
Gap between HOMO and LUMO   9.6 eV
Energy relative to the best compared isomer or geometry (same formula, charge and spin)   378.81 kJ/mol

Element x y z (Å)
C: -0.184 -1.297 -1.246
C: 0.218 -0.162 -0.312
O: 1.482 -0.006 0.231
C: -0.514 0.478 0.747
C: 0.843 0.717 1.401
N: -0.412 1.442 -0.326
H: 0.642 -1.795 -1.773
H: -0.848 -0.871 -1.996
H: -0.758 -2.093 -0.739
H: -1.426 0.098 1.185
H: 1.171 0.180 2.282
H: 0.993 1.810 1.497
H: -1.207 1.499 -0.952

---

Entry 4:
The following is a quantum chemistry calculation of a structure of composition C4H7NO at a distorted geometry, from OMol25.

Calculated values
Total energy   -286.47508 Ha
Gap between HOMO and LUMO   9.9 eV
Energy relative to the best compared isomer or geometry (same formula, charge and spin)   411.07 kJ/mol

Element x y z (Å)
C: 1.218 -0.912 0.142
C: 1.226 0.759 -0.100
C: -1.917 0.009 -0.189
C: -0.591 0.382 0.339
O: 0.081 -1.096 0.850
N: 0.008 1.429 0.586
H: 1.204 -1.365 -0.863
H: 2.129 -1.172 0.698
H: 1.351 1.126 -1.116
H: 2.039 1.087 0.543
H: -2.276 0.765 -0.886
H: -1.870 -0.968 -0.661
H: -2.602 -0.045 0.656

---

Q: Look up the energy relative to the best compared isomer or geometry (same formula, charge and spin) of the second one.
A: 423.83 kJ/mol

---

Q: energy relative to the best compared isomer or geometry (same formula, charge and spin) of number 2 (C4H7NO)?
A: 423.83 kJ/mol